Arrangement w

Computed, not measured: a structure of composition H18NO12, with the ωB97M-V functional and the def2-TZVPD basis.

HOMO ... -6.1 eV
Frontier orbital gap ... 8.543 eV

```
! RIJCOSX wB97M-V def2-TZVPD def2/J DEFGRID3
* xyz -1 1
O -0.1994 0.1392 -2.7635
H -0.0385 2.4671 1.3748
O -0.2915 -0.3792 1.3273
O -2.0007 1.9032 0.1565
O 2.0259 1.8766 -0.5547
H -0.0365 0.9646 1.5598
H -0.5523 -1.8807 -0.9199
O -1.6996 -2.1497 1.4877
H 1.2177 2.3463 -0.7605
H 2.5595 -0.8419 -1.9893
H -2.5339 0.9008 0.6976
O 0.1743 -2.4423 -1.1899
H -1.9561 1.2499 -0.5417
H 1.9327 1.0331 -0.9976
H -1.5324 -0.0806 1.2682
H -1.5238 2.6574 -0.1898
H -1.1563 -1.3636 1.5436
O 1.1467 0.0276 -0.1854
O -2.4422 0.2057 1.3492
N -0.0254 -0.2534 0.1456
H -0.5487 0.0736 -1.8747
O 0.2390 1.7793 1.9799
H -0.9603 0.3481 -3.3055
H 1.7767 -1.0783 -0.7152
O -0.8881 -0.3191 -0.6527
H 0.5094 -2.8108 -0.3725
H -1.2143 -2.8124 1.9791
O 1.9142 -1.4289 -1.5953
H 1.6159 -0.4516 0.7272
H 2.3654 0.6225 1.4864
O 2.1226 -0.3025 1.5255
*
```

***

Arrangement x

Computed, not measured: a cluster of 10 separate species, H18NO12 in total, with the ωB97M-V functional and the def2-TZVPD basis.

HOMO ... -7.6 eV
Frontier orbital gap ... 10.322 eV

```
! RIJCOSX wB97M-V def2-TZVPD def2/J DEFGRID3
* xyz -1 1
N 0.0125 -0.1237 -0.1212
O 1.8015 -1.8307 2.7908
H 0.9885 -3.8697 -1.0272
O -0.9825 -0.8007 -0.4872
O -3.5375 -1.2717 0.6108
H -0.2605 4.5423 0.1918
H 2.3275 1.9533 2.5788
O 0.7455 -0.6347 0.7918
H -2.6475 -1.0027 0.2128
O -1.0245 -3.1887 -3.2312
H 1.4345 0.6783 2.4468
H -0.8095 -3.0307 -2.3912
H 1.2655 -1.4897 2.0438
O 2.8135 0.5773 -1.7262
H -1.2605 1.7583 1.0168
H 1.9845 0.6093 -1.2542
H 2.5225 -2.3937 2.4348
H -3.9335 -2.0727 0.1808
O 0.0815 -3.7257 -0.7132
H -0.1845 -2.9157 -0.3782
O -1.5125 2.0713 1.9748
O 0.6095 4.3163 -0.1582
H 3.4655 0.5203 -1.0832
H -1.1545 2.5173 -2.5182
O 0.1195 1.0743 -0.3032
H -1.1625 1.5693 -1.4032
H -1.7245 -2.6067 -3.1362
H 0.8415 3.4883 0.2568
H -0.5855 1.9353 2.3728
O -1.6595 1.7253 -2.4772
O 1.4255 1.6213 2.5048
*
```

***

Most favorable first, least favorable last: arrangement x, arrangement w

***

Arrangement w

Computed, not measured: a cluster of 3 separate species, C5H13NO2 in total, with the ωB97M-V functional and the def2-TZVPD basis.

HOMO ... -9.3 eV
Frontier orbital gap ... 9.604 eV
Structure (SMILES) ... [H]/N=C(C)\C=C\C.O.O

```
! RIJCOSX wB97M-V def2-TZVPD def2/J DEFGRID3
* xyz 0 1
N -0.7056 -1.9048 -0.3039
H -1.0992 3.2533 -2.3407
H -2.0425 1.9572 -0.0647
H 0.4112 2.3035 -1.9271
C -2.1182 -0.6483 1.0746
H 2.5979 -1.6802 -1.7101
C -0.3728 0.5707 -0.4091
H 0.1232 -1.8956 -0.9641
C -1.1160 1.7784 -0.5453
O 2.4717 -0.8764 -2.1740
O 2.2668 -0.7473 3.3148
H -2.0267 -1.2679 1.9760
H -2.9547 -1.2055 0.4020
H -2.4438 0.3818 1.4393
C -0.5043 2.7885 -1.4320
H -0.1187 3.4453 -0.6004
H 0.5009 0.2661 -1.0900
H 1.5988 -0.4881 -2.0161
H 1.5912 -0.9708 2.5771
C -1.0223 -0.7020 0.1699
H 1.6946 -0.4996 4.1706
*
```

***

Arrangement x

Computed, not measured: a cluster of 3 separate species, C5H13NO2 in total, with the ωB97M-V functional and the def2-TZVPD basis.

HOMO ... -8.5 eV
Frontier orbital gap ... 5.570 eV

```
! RIJCOSX wB97M-V def2-TZVPD def2/J DEFGRID3
* xyz 0 1
C 0.9451 0.0844 -1.5297
C -0.2812 0.7619 -1.0444
C 2.1971 0.8271 -1.4369
C 0.3611 -0.5048 -0.2705
H -1.4494 -0.4470 2.1749
H 3.1028 0.3667 -1.8255
H 0.8109 -2.4009 -0.9153
H -2.1541 -2.0384 2.0655
O -1.2266 0.9382 2.0816
H -1.5910 1.1603 2.9446
H 2.2094 1.7982 -1.9383
H 2.3639 1.0973 -0.3795
N -0.6489 1.8324 -0.2718
C -0.0793 -1.9391 -0.4998
H -0.9350 -1.9083 -1.1921
H -0.4359 -2.4660 0.3720
H 0.5099 -0.1198 0.7466
H 0.1123 2.4412 0.0083
H -1.1912 0.4536 -1.5826
H -1.2574 1.5644 0.5263
O -1.3625 -1.5013 1.9666
*
```

***

Arrangement y

Computed, not measured: a cluster of 2 separate species, C5H13NO2 in total, with the ωB97M-V functional and the def2-TZVPD basis.

HOMO ... -9.0 eV
Frontier orbital gap ... 9.747 eV
Structure (SMILES) ... CC[C@@H](C=O)NC.O

```
! RIJCOSX wB97M-V def2-TZVPD def2/J DEFGRID3
* xyz 0 1
N -0.0281 -1.3307 -0.6934
O 1.1787 1.7882 -2.2308
H 1.7042 -2.0375 -1.7268
O 0.7422 -0.5799 2.6155
H 0.9291 0.3154 0.2670
H 0.6973 -3.2336 -0.9245
H -0.4517 2.4913 0.1198
H -0.4226 -1.0207 -1.5657
H -0.4299 2.0336 1.8384
H -1.8878 2.4694 1.0117
H 1.0849 2.5077 -1.6050
C 0.0648 -0.3426 0.3542
C -1.2339 0.4728 0.4085
H -1.7804 0.6163 -0.5289
H 1.7686 -2.2090 0.0470
H 0.4119 1.2013 -2.2009
C -0.9614 1.8994 0.8913
C 1.1275 -2.2467 -0.8207
H -0.6449 -1.8349 1.9045
H -1.9452 0.0586 1.1327
C 0.0765 -1.0184 1.7063
*
```

***

Arrangement z

Computed, not measured: an isolated molecule of C5H13NO2, with the ωB97M-V functional and the def2-TZVPD basis.

HOMO ... -9.1 eV
Frontier orbital gap ... 9.813 eV
Structure (SMILES) ... CN[C@H](CO)[C@@H](C)O

```
! RIJCOSX wB97M-V def2-TZVPD def2/J DEFGRID3
* xyz 0 1
H 0.0798 1.4735 -1.4285
C -1.0488 1.5136 0.9184
H 3.0388 -1.3626 1.1796
C 0.1358 -0.4639 -0.3194
H -1.5755 1.6156 1.8638
C -0.9108 0.0105 0.7363
H 0.9321 0.1388 -2.2209
C 1.9504 -1.2923 1.1760
H -1.3539 0.7629 -2.8955
O -2.1775 -0.5529 0.3846
H 2.1449 -0.3141 -0.5500
H -0.1217 2.0783 0.8668
H -0.1649 -1.5043 -0.4892
H 1.6476 -2.3356 1.0440
H -1.6654 1.9260 0.1181
C 0.0789 0.3962 -1.5834
O -1.1344 0.0348 -2.2940
H 1.5920 -0.9724 2.1594
H -0.6294 -0.4551 1.6830
H -2.2949 -0.4012 -0.5663
N 1.4769 -0.2957 0.2173
*
```

***

Most favorable first, least favorable last: arrangement z, arrangement y, arrangement w, arrangement x

***

Arrangement w

Computed, not measured: an isolated molecule of C5H13NO2, with the ωB97M-V functional and the def2-TZVPD basis.

HOMO ... -9.3 eV
Frontier orbital gap ... 10.294 eV
Structure (SMILES) ... CCO[C@](N)(O)CC

```
! RIJCOSX wB97M-V def2-TZVPD def2/J DEFGRID3
* xyz 0 1
H 2.3733 1.5354 1.4678
C 0.3330 1.9451 0.9513
O -0.3920 0.7199 -0.8486
H 1.8832 -0.7567 0.0152
H -2.5730 -2.6240 -1.0441
H -0.0114 2.1452 1.9585
H -0.8966 -2.5318 -1.5665
C 1.8091 2.1044 0.7338
H -2.1859 -0.6665 0.5123
C -1.7284 -1.9472 -1.1730
C -1.3665 -1.2890 0.1557
N 1.0409 -1.0952 -0.4331
O 0.0968 0.2276 1.2836
H 0.9929 -2.0963 -0.2764
H 2.0595 3.1666 0.8160
H -1.1681 -2.0427 0.9214
H 2.0946 1.7650 -0.2604
C -0.1209 -0.3873 0.0959
H 0.0283 0.4627 -1.6826
H -1.9998 -1.1965 -1.9155
H -0.2690 2.5614 0.2887
*
```

***

Arrangement x

Computed, not measured: a cluster of 2 separate species, C5H13NO2 in total, with the ωB97M-V functional and the def2-TZVPD basis.

HOMO ... -8.7 eV
Frontier orbital gap ... 8.933 eV
Structure (SMILES) ... CCN(C)CC=O.O

```
! RIJCOSX wB97M-V def2-TZVPD def2/J DEFGRID3
* xyz 0 1
C -3.1955 0.9376 -0.3340
H 1.1509 -0.8041 -2.4096
H -0.6084 1.8783 0.1309
H -3.2279 1.4094 0.6446
C 1.2072 -0.8252 -1.2411
H -2.4122 -0.4883 -1.3985
H 0.2613 -2.1688 0.2785
H 3.2303 0.3945 1.4591
H 0.4321 0.8475 1.1575
H 0.5969 1.0329 -0.6243
O 2.8531 0.7171 2.3201
H -4.2358 0.8127 -0.4481
H -2.7757 1.6818 -1.0947
H -2.6794 -1.1479 0.2260
O 2.1949 -0.3621 -0.6361
C -0.0638 -1.3694 -0.5238
H 2.3807 1.3858 2.0375
H -0.6249 -2.1358 -1.3641
N -0.8474 -0.2654 0.1708
C -0.0582 0.9668 0.2406
C -2.2131 -0.3232 -0.3522
*
```

***

Most favorable first, least favorable last: arrangement w, arrangement x

***

Arrangement w

Computed, not measured: a cluster of 2 separate species, C5H13NO2 in total, with the ωB97M-V functional and the def2-TZVPD basis.

HOMO ... -8.9 eV
Frontier orbital gap ... 9.558 eV
Structure (SMILES) ... CCC(=O)N(C)C.O

```
! RIJCOSX wB97M-V def2-TZVPD def2/J DEFGRID3
* xyz 0 1
H 0.4336 -2.5909 0.4849
C 0.2470 -1.7833 1.2957
H 1.9554 0.7693 -0.3297
H -2.0043 3.2160 -0.6965
C -0.8396 0.4355 0.4281
H -0.5849 1.3177 -1.4690
C -0.6816 1.7222 -0.3893
H -0.7053 -1.7978 1.7727
N 0.2782 -0.4895 0.3864
H 2.0650 -0.9025 -0.6640
H 0.7454 -2.0709 -2.0389
O 1.0464 -2.9293 -2.1260
H 2.2233 -0.2041 0.9770
H 0.3374 2.2277 0.0242
C -1.7478 2.6337 0.2226
H -2.5970 2.1612 0.8429
O -1.8115 0.0566 1.0168
H -1.5001 3.4016 1.0291
H 0.9940 -1.6751 2.1054
H 0.5316 -3.2982 -2.8360
C 1.6148 -0.2000 -0.0364
*
```

***

Arrangement x

Computed, not measured: a structure of composition C5H13NO2, with the ωB97M-V functional and the def2-TZVPD basis.

HOMO ... -9.2 eV
Frontier orbital gap ... 8.206 eV

```
! RIJCOSX wB97M-V def2-TZVPD def2/J DEFGRID3
* xyz 0 1
H 3.0367 -0.1400 -0.8646
H -0.1700 -1.8766 -0.8749
H 2.1536 -1.4947 -0.2293
H 2.8077 1.8009 0.5699
O -3.1998 -0.3491 0.6100
H -2.5472 -0.9181 -0.0429
H 0.3160 0.7954 -1.1425
O -1.5524 0.1177 2.6532
C 1.8067 1.6304 0.3262
H -0.4991 -1.2294 0.7137
C 0.7420 0.1740 -0.3616
H -2.2687 -0.0074 1.8817
H -1.6078 0.8665 -0.4752
H 1.4811 2.4435 -0.4303
H 1.7948 -1.0490 -1.9107
H -2.1098 -0.3000 -1.6345
C 1.9921 -0.5791 -0.8734
C -0.4388 -0.8690 -0.3114
H -0.7290 0.2901 2.2013
N 0.7952 0.8811 0.8491
C -1.8031 -0.1873 -0.6538
*
```

***

Most favorable first, least favorable last: arrangement w, arrangement x